1.
This record from the OMol25 dataset describes a molecular structure, C18H22MnN4O4S2 at a distorted geometry. The level of theory is the ωB97M-V functional and the def2-TZVPD basis.

electronic energy: -3166.1748 a.u.
spin multiplicity: 1
E_HOMO (spin up / spin down): -10.54 / -10.54 eV
net charge: +1
F_max: 3.07 eV Å⁻¹
HOMO-LUMO gap (spin up / spin down): 5.5 / 5.5 eV

Each line ends with the natural charge from an NBO analysis.
CARTESIAN COORDINATES (ANGSTROEM)
Mn: -0.2598 0.2406 -0.2271  0.8759
C: 2.9367 0.8736 2.6926  -0.7081
C: 1.4946 0.6109 2.3775  0.7395
O: 1.1536 0.1401 1.2802  -0.6753
N: 0.5981 0.8859 3.3247  -0.5668
C: -0.8097 0.5533 3.1585  -0.2606
C: -1.5910 1.5171 2.2986  0.2162
C: -2.1287 2.6598 2.8642  -0.2382
C: -2.9807 3.4544 2.1169  -0.1255
C: -3.2950 3.0490 0.8343  -0.2384
C: -2.6775 1.9225 0.3235  0.0934
N: -1.8071 1.1788 1.0183  -0.4735
H: 3.5637 0.3631 1.9675  0.2566
H: 3.1894 0.5341 3.6962  0.2410
H: 3.1310 1.9458 2.6273  0.2559
H: 0.9131 1.2776 4.1970  0.4177
H: -1.2608 0.5211 4.1481  0.2332
H: -0.8756 -0.4374 2.7179  0.2281
H: -1.8908 2.9114 3.8901  0.2250
H: -3.4125 4.3517 2.5398  0.2347
H: -3.9911 3.6014 0.2196  0.2394
H: -2.8698 1.6133 -0.6910  0.2193
C: -2.0983 -4.2812 0.5153  -0.6729
C: -1.7731 -2.9040 0.0227  -0.1503
S: -0.5650 -2.0842 0.7142  0.2912
C: -2.5481 -2.3284 -1.0832  -0.1499
C: -3.6373 -3.1422 -1.7175  -0.6744
S: -2.2433 -0.8376 -1.6271  0.3119
H: -1.5612 -4.5004 1.4321  0.2509
H: -1.8192 -5.0242 -0.2370  0.2509
H: -3.1705 -4.3873 0.6923  0.2413
H: -4.4327 -3.3376 -0.9934  0.2479
H: -3.2555 -4.1096 -2.0523  0.2439
H: -4.0611 -2.6137 -2.5647  0.2524
O: -0.6607 1.3925 -1.5558  -0.3941
O: 0.2022 1.9496 -0.6181  -0.4155
N: 4.3977 2.3289 -2.1421  -0.8147
C: 4.5776 1.0062 -2.3925  0.6521
O: 5.6618 0.4834 -2.5278  -0.5783
C: 3.3092 0.2056 -2.4784  -0.1645
C: 3.1011 -0.6581 -3.5420  -0.0936
C: 1.9408 -1.4096 -3.5644  -0.2458
C: 1.0312 -1.2625 -2.5334  0.0761
N: 1.2275 -0.4384 -1.5027  -0.4496
C: 2.3597 0.2701 -1.4757  0.0785
H: 5.2067 2.9273 -2.1530  0.4135
H: 3.4845 2.7484 -2.1522  0.4056
H: 3.8425 -0.7348 -4.3266  0.2450
H: 1.7337 -2.1001 -4.3697  0.2363
H: 0.1097 -1.8295 -2.5270  0.1942
H: 2.5096 0.9030 -0.6147  0.2225

---

2.
This record from the OMol25 dataset describes a single C18H22N2O2 molecule. The level of theory is the ωB97M-V functional and the def2-TZVPD basis.

electronic energy: -959.0635 a.u.
SMILES: CC1(C)CC(=O)C/C(=N\NC(=O)[C@@H]2C[C@@H]2c2ccccc2)C1
spin multiplicity: 1
relative energy (zero: lowest compared OMol25 entry of this formula, charge and spin): 2.904 eV
E_HOMO: -8.88 eV
F_max: 0.91 eV Å⁻¹
HOMO-LUMO gap: 9.6 eV

Each line ends with the natural charge from an NBO analysis.
CARTESIAN COORDINATES (ANGSTROEM)
C: -4.1392 -1.6840 0.1331  -0.6049
C: -2.7713 -1.0034 0.0714  -0.0088
C: -1.6662 -2.0518 -0.0586  -0.6073
C: -2.7235 -0.0525 -1.1493  -0.5336
C: -3.1367 1.3390 -0.7428  0.6227
O: -4.1443 1.8903 -1.1046  -0.5344
C: -2.1173 1.9566 0.1857  -0.6275
C: -1.5654 0.8996 1.0989  0.3169
N: -0.4267 0.7763 1.6365  -0.2772
N: 0.6568 1.5929 1.4110  -0.4528
C: 1.1711 1.9708 0.2054  0.6698
O: 0.5718 1.8842 -0.8490  -0.6280
C: 2.5871 2.4426 0.3224  -0.3315
C: 3.4013 2.5161 -0.9303  -0.3931
C: 3.6533 1.3922 0.0264  -0.2191
C: 3.2223 -0.0113 -0.1939  -0.0394
C: 3.5404 -0.9568 0.7781  -0.2029
C: 3.1029 -2.2633 0.6692  -0.2077
C: 2.3356 -2.6484 -0.4167  -0.2355
C: 2.0244 -1.7203 -1.3950  -0.1517
C: 2.4651 -0.4131 -1.2887  -0.2221
C: -2.5534 -0.1903 1.3702  -0.4514
H: -4.2323 -2.2689 1.0457  0.2084
H: -4.2699 -2.3514 -0.7159  0.2095
H: -4.9354 -0.9430 0.1127  0.2151
H: -1.7389 -2.5635 -1.0156  0.2066
H: -1.7495 -2.7927 0.7335  0.2071
H: -0.6860 -1.5845 0.0123  0.2234
H: -1.6967 0.0116 -1.5162  0.2404
H: -3.3677 -0.4239 -1.9462  0.2332
H: -1.3297 2.3912 -0.4367  0.2954
H: -2.5699 2.7608 0.7727  0.2500
H: 1.3177 1.5019 2.1734  0.3953
H: 2.7748 3.1374 1.1314  0.2337
H: 4.1496 3.2895 -1.0122  0.2259
H: 2.8817 2.3090 -1.8523  0.2374
H: 4.5484 1.4706 0.6350  0.2256
H: 4.1341 -0.6603 1.6323  0.2051
H: 3.3567 -2.9804 1.4361  0.2131
H: 1.9835 -3.6657 -0.5005  0.2132
H: 1.4309 -2.0140 -2.2484  0.2054
H: 2.2028 0.2929 -2.0599  0.2225
H: -3.5004 0.2601 1.6755  0.2169
H: -2.1919 -0.8421 2.1639  0.2359

---

3.
This record from the OMol25 dataset describes a single C18H22N2O3 molecule at a distorted geometry. The level of theory is the ωB97M-V functional and the def2-TZVPD basis.

electronic energy: -1034.3759 a.u.
SMILES: Cc1ccccc1-c1nc(CN2CCC(C(=O)O)CC2)c(C)o1
spin multiplicity: 1
relative energy (zero: lowest compared OMol25 entry of this formula, charge and spin): 0.683 eV
E_HOMO: -8.00 eV
F_max: 1.19 eV Å⁻¹
HOMO-LUMO gap: 8.7 eV

Each line ends with the natural charge from an NBO analysis.
CARTESIAN COORDINATES (ANGSTROEM)
C: -1.1425 -0.9811 -4.1794  -0.6297
C: -1.1365 -2.4141 -3.7630  0.0092
C: -1.7144 -3.3785 -4.5775  -0.2058
C: -1.7278 -4.7161 -4.2249  -0.1964
C: -1.1534 -5.1191 -3.0305  -0.2238
C: -0.5728 -4.1804 -2.2035  -0.1950
C: -0.5558 -2.8280 -2.5537  -0.0549
C: 0.0704 -1.8936 -1.6423  0.4657
N: 0.2006 -0.6025 -1.7700  -0.4691
C: 0.8617 -0.1795 -0.6530  0.0451
C: 1.2118 1.2529 -0.4301  -0.2297
N: 0.9318 1.6510 0.9391  -0.4443
C: 1.5160 2.9351 1.2742  -0.2134
C: 1.3588 3.2077 2.7665  -0.3969
C: -0.1187 3.1954 3.1554  -0.3289
C: -0.2896 3.3223 4.6499  0.8062
O: 0.4226 2.8312 5.4832  -0.5989
O: -1.3769 4.0387 4.9673  -0.6865
C: -0.7322 1.8610 2.7084  -0.3915
C: -0.4922 1.6576 1.2173  -0.2251
C: 1.1135 -1.2639 0.1411  0.2732
C: 1.7797 -1.4015 1.4573  -0.6699
O: 0.6094 -2.3546 -0.4874  -0.4120
H: -0.1243 -0.6036 -4.2425  0.2368
H: -1.6348 -0.8616 -5.1414  0.2046
H: -1.6513 -0.3749 -3.4331  0.2357
H: -2.1644 -3.0720 -5.5113  0.2087
H: -2.1852 -5.4427 -4.8803  0.2124
H: -1.1587 -6.1608 -2.7464  0.2138
H: -0.1217 -4.4832 -1.2706  0.2235
H: 2.2839 1.3902 -0.6074  0.2097
H: 0.6637 1.8608 -1.1693  0.1879
H: 1.0491 3.7559 0.6979  0.1591
H: 2.5789 2.9070 1.0214  0.2045
H: 1.8746 2.4340 3.3362  0.2247
H: 1.8072 4.1716 3.0124  0.2145
H: -0.6543 4.0191 2.6749  0.2219
H: -1.4879 4.0805 5.9308  0.4965
H: -0.2564 1.0502 3.2619  0.2159
H: -1.8033 1.8482 2.9158  0.2174
H: -1.0082 2.4520 0.6464  0.1628
H: -0.9065 0.6960 0.9072  0.2167
H: 2.7454 -1.8954 1.3485  0.2237
H: 1.9230 -0.4097 1.8755  0.2558
H: 1.1678 -2.0013 2.1289  0.2258

---

4.
This record from the OMol25 dataset describes a single C18H22N2O4S molecule at a distorted geometry. The level of theory is the ωB97M-V functional and the def2-TZVPD basis.

electronic energy: -1507.7708 a.u.
SMILES: CCOCCCNS(=O)(=O)c1ccc(NC(=O)c2ccccc2)cc1
spin multiplicity: 1
relative energy (zero: lowest compared OMol25 entry of this formula, charge and spin): 1.176 eV
E_HOMO: -8.83 eV
F_max: 1.10 eV Å⁻¹
HOMO-LUMO gap: 9.1 eV

Each line ends with the natural charge from an NBO analysis.
CARTESIAN COORDINATES (ANGSTROEM)
C: -0.0550 2.7455 0.0809  -0.6421
C: 1.1437 2.8570 -0.8595  -0.0541
O: 1.1523 1.8829 -1.8802  -0.5697
C: 0.2483 2.1190 -2.9436  -0.0640
C: 0.1790 0.8770 -3.8286  -0.4377
C: 1.4745 0.6112 -4.6032  -0.2327
N: 2.6465 0.4115 -3.7879  -0.8536
S: 2.9138 -1.0999 -3.1410  2.3146
O: 2.4591 -2.0639 -4.1004  -0.9471
O: 4.2857 -1.1220 -2.7259  -0.9363
C: 1.9040 -1.1967 -1.6646  -0.3684
C: 0.6876 -1.8489 -1.6827  -0.1781
C: -0.1110 -1.8550 -0.5532  -0.2460
C: 0.3248 -1.2065 0.6019  0.1699
N: -0.4345 -1.1526 1.7698  -0.6018
C: -1.6846 -1.6602 2.0119  0.6748
O: -2.3404 -2.2809 1.2038  -0.5906
C: -2.1752 -1.3893 3.3951  -0.1578
C: -1.8915 -0.2117 4.0816  -0.1567
C: -2.3976 -0.0129 5.3537  -0.2270
C: -3.1824 -0.9847 5.9525  -0.1930
C: -3.4803 -2.1520 5.2685  -0.2046
C: -2.9873 -2.3493 3.9925  -0.1677
C: 1.5717 -0.5750 0.6129  -0.2638
C: 2.3566 -0.5674 -0.5217  -0.1084
H: -0.9773 3.0377 -0.4146  0.2075
H: -0.1541 1.7175 0.4208  0.2135
H: 0.0946 3.3964 0.9378  0.2142
H: 1.1901 3.8651 -1.2965  0.1665
H: 2.0655 2.6763 -0.2997  0.1851
H: -0.7540 2.3334 -2.5507  0.1748
H: 0.5827 2.9922 -3.5267  0.1628
H: -0.6325 1.0088 -4.5459  0.2177
H: -0.0524 0.0206 -3.1954  0.2185
H: 1.6760 1.4485 -5.2802  0.1960
H: 1.3698 -0.3010 -5.1938  0.2358
H: 2.7770 1.1264 -3.0874  0.4101
H: 0.3827 -2.3576 -2.5843  0.2444
H: -1.0654 -2.3545 -0.5547  0.2628
H: 0.0256 -0.7024 2.5494  0.4023
H: -1.3078 0.5715 3.6170  0.2016
H: -2.1812 0.9057 5.8788  0.2164
H: -3.5693 -0.8264 6.9480  0.2174
H: -4.1011 -2.9058 5.7287  0.2191
H: -3.2179 -3.2467 3.4388  0.2357
H: 1.9168 -0.0881 1.5147  0.2082
H: 3.3244 -0.0930 -0.5368  0.2311

---

5.
This record from the OMol25 dataset describes a single C18H22N2O4S molecule at a distorted geometry. The level of theory is the ωB97M-V functional and the def2-TZVPD basis.

electronic energy: -1507.6966 a.u.
SMILES: COC[C@H]1CCN(C(=O)c2cc(COc3ccccc3SC)on2)C1
spin multiplicity: 1
relative energy (zero: lowest compared OMol25 entry of this formula, charge and spin): 3.195 eV
E_HOMO: -8.26 eV
F_max: 1.14 eV Å⁻¹
HOMO-LUMO gap: 9.1 eV

Each line ends with the natural charge from an NBO analysis.
CARTESIAN COORDINATES (ANGSTROEM)
C: 4.4683 3.4621 3.4602  -0.2419
O: 3.9643 2.8140 2.3232  -0.5479
C: 3.5974 3.7078 1.2981  -0.0499
C: 3.0408 2.9281 0.1109  -0.2397
C: 4.0181 1.8939 -0.4547  -0.4158
C: 3.1023 0.9490 -1.2198  -0.2100
N: 1.8634 0.9713 -0.4604  -0.4033
C: 0.9561 0.0012 -0.6289  0.6466
O: 1.1011 -0.8984 -1.4464  -0.6243
C: -0.2722 0.0398 0.2051  0.0530
C: -1.0835 -1.0994 0.4514  -0.3449
C: -2.1538 -0.5931 1.1309  0.3137
C: -3.4035 -1.2216 1.6541  -0.1129
O: -3.4988 -2.5897 1.3611  -0.5016
C: -3.5078 -3.0802 0.0852  0.3652
C: -3.3483 -4.4703 0.0524  -0.2691
C: -3.3359 -5.1754 -1.1295  -0.1921
C: -3.4912 -4.4997 -2.3298  -0.2331
C: -3.6651 -3.1333 -2.3143  -0.1840
C: -3.6667 -2.4045 -1.1276  -0.2797
S: -3.9153 -0.6402 -1.2807  0.2108
C: -2.6473 -0.2134 -2.5141  -0.7341
O: -1.9890 0.7285 1.2941  -0.2695
N: -0.8259 1.1110 0.7183  -0.1288
C: 1.8255 2.0711 0.4819  -0.2261
H: 3.7226 4.1388 3.8961  0.1656
H: 5.3698 4.0409 3.2221  0.1644
H: 4.7164 2.6839 4.1789  0.1957
H: 4.4745 4.2932 0.9785  0.1689
H: 2.8359 4.4126 1.6683  0.1692
H: 2.7662 3.6434 -0.6698  0.2085
H: 4.7809 2.3385 -1.0901  0.2165
H: 4.4983 1.3754 0.3745  0.2207
H: 3.4753 -0.0751 -1.2861  0.2251
H: 2.9147 1.3078 -2.2388  0.1928
H: -0.8841 -2.1057 0.1501  0.2600
H: -3.4071 -1.1754 2.7497  0.2165
H: -4.2719 -0.6604 1.2824  0.2110
H: -3.2282 -4.9686 1.0017  0.2246
H: -3.2044 -6.2463 -1.1162  0.2168
H: -3.4870 -5.0325 -3.2678  0.2162
H: -3.8104 -2.6049 -3.2438  0.2165
H: -2.4986 0.8585 -2.4244  0.2330
H: -1.7258 -0.7391 -2.2819  0.2410
H: -2.9900 -0.4540 -3.5159  0.2130
H: 0.8822 2.6121 0.4065  0.2333
H: 1.9377 1.6984 1.5055  0.2102

---

6.
This record from the OMol25 dataset describes a single C18H22N2O5S molecule at a distorted geometry. The level of theory is the ωB97M-V functional and the def2-TZVPD basis.

electronic energy: -1583.0300 a.u.
SMILES: CCSCCOC(=O)C1=C(C)N(C)C(=O)N[C@H]1c1ccc2c(c1)OCO2
spin multiplicity: 1
relative energy (zero: lowest compared OMol25 entry of this formula, charge and spin): 0.286 eV
E_HOMO: -7.98 eV
F_max: 1.25 eV Å⁻¹
HOMO-LUMO gap: 8.6 eV

Each line ends with the natural charge from an NBO analysis.
CARTESIAN COORDINATES (ANGSTROEM)
C: 4.8469 -2.8874 -0.3040  -0.6177
C: 5.0219 -2.0294 -1.5441  -0.5191
S: 3.8397 -0.6304 -1.5976  0.1731
C: 2.5848 -1.2513 -2.7640  -0.5476
C: 1.8105 -2.4528 -2.2376  -0.0933
O: 1.2555 -2.1830 -0.9612  -0.5199
C: 0.0784 -1.5158 -0.9499  0.7866
O: -0.5376 -1.2943 -1.9718  -0.6369
C: -0.4129 -1.1714 0.3754  -0.2580
C: 0.2740 -1.1890 1.5483  0.3370
C: 1.7542 -1.3517 1.6558  -0.6721
N: -0.4026 -1.0247 2.7353  -0.4551
C: 0.2958 -0.9193 3.9985  -0.4204
C: -1.7943 -1.1751 2.8179  0.7927
O: -2.3568 -1.3047 3.8850  -0.6411
N: -2.4427 -1.2186 1.6348  -0.6074
C: -1.8676 -0.7374 0.4026  -0.0575
C: -1.9589 0.7742 0.2422  -0.0374
C: -2.0321 1.6191 1.3382  -0.2233
C: -2.0833 3.0050 1.1974  -0.2524
C: -2.0529 3.5065 -0.0791  0.2153
C: -1.9766 2.6612 -1.1881  0.3034
C: -1.9328 1.2972 -1.0555  -0.2813
O: -1.9667 3.4155 -2.3315  -0.4904
C: -2.0387 4.7598 -1.9104  0.2370
O: -2.0915 4.8095 -0.5006  -0.4782
H: 3.8373 -3.2854 -0.2420  0.2086
H: 5.0341 -2.2946 0.5879  0.2111
H: 5.5510 -3.7174 -0.3254  0.2092
H: 6.0129 -1.5763 -1.5588  0.2225
H: 4.8821 -2.6026 -2.4596  0.2089
H: 1.9074 -0.4107 -2.9122  0.2429
H: 3.0743 -1.4950 -3.7069  0.2213
H: 1.0088 -2.6984 -2.9443  0.2156
H: 2.4609 -3.3193 -2.1026  0.1889
H: 2.0019 -2.3400 2.0417  0.2281
H: 2.1650 -0.6071 2.3333  0.2240
H: 2.2245 -1.2315 0.6879  0.2683
H: -0.4632 -0.9026 4.7799  0.2606
H: 0.9528 -1.7729 4.1670  0.1993
H: 0.8741 0.0046 4.0419  0.1986
H: -3.4486 -1.2540 1.7038  0.4159
H: -2.3922 -1.2059 -0.4369  0.2351
H: -2.0650 1.2110 2.3364  0.2142
H: -2.1458 3.6557 2.0531  0.2276
H: -1.8618 0.6486 -1.9118  0.2506
H: -2.9432 5.2301 -2.3294  0.1560
H: -1.1499 5.3063 -2.2652  0.1562